(1)
A structure of composition C23H50KN3O4SSi3Te in a non-equilibrium geometry, computed with ωB97M-V/def2-TZVPD.

Computed properties:
Total charge   -2
E_HOMO   -1.616 eV
Kohn-Sham gap   5.607 eV

```
86
Properties=species:S:1:pos:R:3:forces:R:3
K -1.037 -1.602 0.387 0.37 0.88 1.59
C -3.170 0.494 -1.482 0.01 0.05 0.02
C -1.714 0.518 -2.008 0.00 0.03 0.00
N -0.744 0.811 -0.973 0.10 0.12 -0.14
C -0.905 2.083 -0.291 -0.06 -0.07 -0.02
C -0.703 1.987 1.231 0.04 0.02 0.02
N -1.366 0.859 1.846 -0.03 0.00 0.03
C -2.774 0.951 2.151 -0.02 -0.02 -0.04
C -3.688 0.963 0.913 0.04 0.01 0.01
N -3.319 0.018 -0.119 -0.07 -0.15 0.00
H -3.755 -0.133 -2.160 0.01 0.00 0.01
H -3.593 1.504 -1.553 -0.01 0.00 -0.01
H -1.691 1.228 -2.858 0.01 -0.02 0.00
H -1.464 -0.468 -2.409 0.02 0.01 0.01
H 0.213 0.674 -1.308 -0.14 0.02 -0.01
H -1.903 2.473 -0.497 0.01 -0.01 -0.01
H -0.212 2.846 -0.671 0.03 0.04 -0.02
H -1.017 2.952 1.673 0.01 0.00 0.00
H 0.365 1.870 1.421 -0.09 0.06 -0.03
H -0.866 0.510 2.655 -0.06 0.03 0.01
H -3.027 1.849 2.748 0.00 -0.01 0.00
H -3.011 0.083 2.774 0.01 0.00 -0.01
H -3.674 1.966 0.478 -0.01 0.00 -0.01
H -4.719 0.808 1.266 0.01 0.00 0.01
H -3.777 -0.881 -0.073 -0.10 0.10 -0.10
C 2.125 0.129 2.056 0.05 -0.06 0.00
O 1.872 0.169 0.673 0.04 -0.05 0.04
Si 2.970 0.808 -0.439 0.01 0.00 -0.03
C 4.686 0.236 0.150 -0.04 -0.01 0.03
C 2.986 2.675 -0.089 0.00 -0.03 0.00
C 2.497 0.318 -2.088 0.05 0.06 -0.05
Si 2.720 1.472 -3.454 -0.03 -0.02 0.06
C 4.488 2.161 -3.659 -0.01 -0.01 0.00
C 2.347 0.741 -5.165 0.01 0.00 0.01
C 1.621 3.022 -3.396 0.03 -0.02 0.00
Si 2.609 -1.467 -2.409 -0.02 0.02 0.04
C 4.319 -2.022 -3.048 -0.02 -0.02 0.00
C 2.310 -2.518 -0.859 -0.12 0.05 -0.07
C 1.398 -2.132 -3.712 0.00 -0.02 0.05
H 2.969 -0.527 2.298 -0.03 0.01 0.00
H 1.243 -0.266 2.568 0.06 0.01 -0.01
H 2.344 1.126 2.464 0.01 0.01 0.02
H 4.943 0.614 1.144 0.00 0.00 0.01
H 5.440 0.595 -0.557 -0.01 0.01 0.00
H 4.754 -0.856 0.176 0.02 0.03 -0.01
H 3.265 2.853 0.955 0.01 0.00 0.00
H 2.003 3.122 -0.252 -0.01 0.00 -0.01
H 3.707 3.204 -0.717 0.00 0.00 -0.01
H 5.187 1.335 -3.818 0.00 0.00 0.00
H 4.815 2.697 -2.763 0.00 0.00 0.01
H 4.568 2.847 -4.510 0.00 0.00 0.00
H 3.011 -0.092 -5.409 0.00 -0.01 0.00
H 2.484 1.515 -5.927 0.00 -0.01 0.00
H 1.320 0.376 -5.229 -0.01 0.00 0.00
H 1.806 3.626 -2.506 0.01 0.01 0.03
H 0.567 2.733 -3.389 -0.04 -0.01 0.02
H 1.794 3.655 -4.274 0.00 0.00 0.00
H 5.102 -1.758 -2.332 0.00 0.00 0.01
H 4.555 -1.524 -3.994 0.00 0.00 0.01
H 4.357 -3.104 -3.216 0.00 0.00 -0.01
H 2.934 -2.227 -0.014 0.05 -0.02 0.01
H 2.488 -3.574 -1.082 0.01 -0.01 0.00
H 1.271 -2.429 -0.535 0.14 -0.06 -0.10
H 1.820 -2.103 -4.718 0.00 0.02 -0.02
H 0.469 -1.559 -3.711 -0.04 0.02 0.02
H 1.135 -3.166 -3.473 0.02 -0.02 -0.01
Te -0.494 -1.884 4.367 0.00 -0.04 -0.05
C -1.962 -3.274 4.987 -0.05 0.03 0.03
C -2.788 -3.938 4.073 0.01 0.00 0.01
C -3.746 -4.852 4.489 0.00 0.00 0.00
C -3.911 -5.137 5.839 0.00 0.00 0.00
C -3.099 -4.490 6.762 0.00 0.00 0.00
C -2.143 -3.576 6.341 0.00 0.00 0.00
H -2.675 -3.738 3.014 0.00 0.00 0.00
H -4.364 -5.347 3.749 0.00 0.00 0.00
H -4.658 -5.852 6.165 0.00 0.00 0.00
H -3.210 -4.699 7.822 0.00 0.00 0.00
H -1.518 -3.080 7.074 0.00 0.00 0.00
C -2.596 -3.213 -3.637 -0.03 0.04 0.01
S -2.443 -3.470 -1.878 -0.08 -0.07 -0.17
O -2.475 -4.906 -1.682 -0.01 0.00 -0.02
O -3.568 -2.750 -1.272 -0.01 -0.04 0.03
O -1.161 -2.847 -1.533 -0.09 -0.86 -1.13
H -3.380 -3.866 -4.015 -0.02 0.03 0.00
H -1.639 -3.451 -4.096 -0.01 -0.04 -0.01
H -2.848 -2.169 -3.817 0.04 0.00 -0.01
```
Forces are in eV/Å.

Atom charges from the Mulliken analysis, given in e for atoms 1 to 4: number 1, K, carries 0.93; number 2, C, carries -1.62; number 3, C, carries 0.37; number 4, N, carries 1.23

---

(2)
A cluster of 8 separate species, C23H50N6O7 in total in a non-equilibrium geometry, computed with ωB97M-V/def2-TZVPD.

Computed properties:
E_HOMO   -9.251 eV
SMILES   CN(C)C=O.CN(C)C=O.CN(C)C=O.CN(C)C=O.CN(C)C=O.CC(C)=O.CC(C)=O.CC#N
Kohn-Sham gap   9.357 eV

```
86
Properties=species:S:1:pos:R:3:forces:R:3
C -4.467 7.318 -3.257 -0.61 1.69 0.87
O -3.978 8.466 -3.138 -0.76 -3.06 -0.52
N -5.757 7.103 -3.670 0.04 1.72 -1.15
C -6.585 5.937 -3.511 0.82 -0.66 1.35
C -6.505 8.299 -3.970 -0.12 1.34 -1.27
H -4.031 6.364 -2.921 0.62 0.25 -0.14
H -7.228 6.083 -2.643 -0.25 0.03 0.09
H -5.921 5.119 -3.230 -0.13 -0.32 -0.25
H -7.236 5.653 -4.337 0.46 0.31 -0.35
H -7.271 8.154 -4.731 -0.88 -0.85 0.85
H -6.794 8.864 -3.084 -0.50 -0.31 0.06
H -6.014 9.049 -4.590 1.32 -0.16 0.46
C 5.695 2.517 -4.119 1.26 0.04 -0.96
O 5.062 1.742 -3.455 -0.42 -0.50 0.29
N 6.472 2.196 -5.223 -1.37 -2.17 1.35
C 7.240 3.205 -5.857 0.53 1.16 -0.33
C 6.682 0.698 -5.510 0.57 1.85 0.63
H 5.780 3.583 -3.860 -0.19 0.15 -0.16
H 6.990 4.203 -5.498 -1.04 -0.01 -0.08
H 7.086 3.186 -6.936 0.32 0.05 -0.02
H 8.290 3.302 -5.581 0.53 -1.16 -0.30
H 6.008 0.063 -4.936 -0.35 0.58 -0.17
H 6.635 0.478 -6.577 -0.06 0.19 0.10
H 7.672 0.480 -5.110 0.22 -0.19 -0.34
C 8.530 -1.996 6.265 2.00 -1.20 0.13
O 9.189 -2.270 7.269 -1.19 0.69 -0.72
N 7.985 -2.930 5.463 -1.65 0.08 -1.70
C 7.474 -2.586 4.118 -0.96 0.33 0.80
C 8.045 -4.347 5.672 1.44 -1.08 1.23
H 8.510 -1.027 5.741 -0.21 0.37 0.64
H 7.319 -1.513 4.009 0.72 0.10 -0.01
H 6.445 -2.930 4.012 -0.06 -0.47 0.13
H 8.029 -3.025 3.289 0.40 0.17 0.21
H 7.941 -4.724 6.689 -0.84 0.81 0.37
H 7.382 -4.943 5.045 0.12 0.47 -0.18
H 9.087 -4.656 5.581 0.23 -0.27 -0.91
C 0.041 4.978 4.981 -0.40 -0.72 -1.73
O -0.932 5.411 4.363 1.06 -0.17 1.43
N 0.808 3.950 4.514 -0.53 -0.08 -0.48
C 2.035 3.507 5.203 -0.68 0.06 -1.19
C 0.448 3.188 3.295 0.86 -0.29 -0.71
H 0.474 5.287 5.945 -0.53 0.66 0.06
H 2.845 3.523 4.473 0.01 -0.53 -0.20
H 1.798 2.500 5.543 0.76 0.02 0.45
H 2.427 4.199 5.949 -0.80 -0.11 0.39
H 1.268 3.241 2.578 0.36 0.22 0.06
H 0.322 2.112 3.414 0.12 -0.13 0.95
H -0.409 3.425 2.665 -0.26 1.06 0.97
C -0.736 -0.649 -1.727 -5.82 1.26 -0.12
O -1.778 -0.054 -2.219 4.10 -2.10 1.75
N -0.804 -1.320 -0.508 2.70 0.16 -1.09
C 0.486 -1.898 -0.043 -1.06 0.31 0.32
C -1.947 -1.481 0.396 0.56 -0.39 -1.33
H 0.193 -0.715 -2.315 -0.03 0.01 0.58
H 1.299 -1.404 -0.575 0.05 -0.18 0.28
H 0.565 -2.982 -0.121 -0.19 -0.12 -0.52
H 0.522 -1.731 1.033 0.44 0.39 0.01
H -1.631 -1.486 1.439 0.11 0.89 -0.03
H -2.678 -0.737 0.083 -0.20 -0.25 0.48
H -2.278 -2.513 0.283 -0.67 0.03 -0.32
C -7.890 0.090 -6.425 -0.63 -0.69 1.04
C -8.358 -1.290 -6.866 0.95 0.24 -4.79
O -8.346 -1.533 -8.106 -0.31 0.21 3.57
C -8.782 -2.306 -5.857 -0.05 -0.06 -0.28
H -6.815 0.265 -6.475 0.00 -0.40 -0.17
H -8.190 0.093 -5.377 0.18 0.90 0.15
H -8.383 0.878 -6.993 -0.08 -0.18 0.03
H -9.475 -3.007 -6.321 -0.17 0.20 0.13
H -9.182 -1.805 -4.976 -0.05 -0.37 0.05
H -7.911 -2.910 -5.600 0.17 0.15 0.27
C -1.247 -7.891 0.915 -0.08 0.10 0.66
C 0.037 -7.975 1.820 -0.75 -2.42 -5.68
O 0.060 -7.421 2.835 0.36 1.96 3.71
C 1.221 -8.882 1.321 -1.11 0.79 1.75
H -1.980 -7.346 1.510 -0.12 -0.17 0.05
H -1.640 -8.876 0.665 0.11 -0.20 0.29
H -1.237 -7.380 -0.048 0.87 0.15 0.01
H 1.863 -8.331 0.635 -0.08 -0.26 -0.06
H 0.878 -9.857 0.972 0.01 0.27 -0.41
H 1.686 -9.029 2.296 0.78 -0.22 -0.33
C -4.162 -1.554 7.080 -1.18 -0.52 0.31
C -2.927 -1.378 7.736 2.12 0.88 0.50
N -1.916 -1.175 8.241 -0.06 -0.16 0.07
H -4.623 -0.591 6.859 0.10 -0.17 -0.39
H -4.762 -2.023 7.860 -0.56 -0.26 -0.38
H -4.017 -2.232 6.239 -0.41 0.26 -0.11
```
Forces are in eV/Å.

Atom charges from the Mulliken analysis, given in e for atoms 1 to 4: number 1, C, carries 0.14; number 2, O, carries -0.59; number 3, N, carries 0.09; number 4, C, carries -0.79

---

(3)
A structure of composition C23H50NO2P2PdSi3 in a non-equilibrium geometry, computed with ωB97M-V/def2-TZVPD.

Computed properties:
Total charge   +3
E_HOMO (spin up / spin down)   -17.492 / -17.492 eV
Kohn-Sham gap (spin up / spin down)   6.296 / 6.297 eV

```
82
Properties=species:S:1:pos:R:3:forces:R:3
Pd -0.178 -0.130 0.098 -0.70 -1.48 -0.82
C -1.301 -0.891 3.196 0.06 -0.08 0.10
P -1.240 0.495 2.066 0.31 0.48 -0.34
C -0.566 1.894 2.962 0.07 0.02 0.11
C -2.917 1.012 1.699 -0.09 0.06 0.33
C -3.756 1.512 2.693 -0.09 0.04 -0.03
C -4.995 2.030 2.337 0.05 -0.02 -0.02
C -5.387 2.064 1.002 0.04 -0.03 -0.02
C -4.563 1.538 0.015 -0.10 -0.01 0.08
C -3.334 0.997 0.381 -0.19 0.16 -0.23
P -2.337 0.038 -0.740 0.19 0.33 0.36
C -2.633 0.652 -2.397 0.13 -0.04 -0.11
C -3.026 -1.615 -0.669 -0.07 -0.08 -0.15
H -1.824 -0.537 4.089 0.00 -0.08 0.03
H -0.300 -1.217 3.477 0.00 0.02 0.00
H -1.845 -1.720 2.749 0.00 0.00 -0.01
H -1.228 2.064 3.814 0.03 0.05 0.01
H -0.560 2.778 2.330 -0.06 0.01 0.00
H 0.435 1.699 3.331 0.00 0.01 0.04
H -3.462 1.519 3.736 0.01 0.01 -0.02
H -5.647 2.427 3.103 -0.01 0.00 -0.01
H -6.343 2.492 0.730 0.01 0.00 0.01
H -4.894 1.551 -1.017 0.01 -0.02 0.01
H -3.617 0.264 -2.677 0.00 0.05 -0.07
H -1.900 0.282 -3.106 0.03 -0.02 -0.05
H -2.634 1.736 -2.414 -0.09 0.05 0.02
H -4.098 -1.485 -0.844 0.00 -0.07 0.00
H -2.850 -2.067 0.301 -0.04 -0.02 0.05
H -2.603 -2.254 -1.441 -0.02 -0.02 0.01
C -0.283 -1.951 -2.902 0.17 -0.13 0.15
O 0.215 -0.931 -2.006 0.20 0.36 0.12
Si 1.555 0.038 -2.399 -0.14 0.26 0.25
C 3.051 -0.995 -2.615 0.26 -0.24 -0.01
C 1.282 1.020 -3.923 -0.19 0.09 -0.28
C 1.478 1.039 -0.723 -0.39 0.53 0.54
Si 2.635 0.364 0.668 0.12 -0.20 -0.01
C 2.669 1.033 2.389 0.00 0.14 0.16
C 4.249 0.865 -0.140 0.00 0.17 -0.23
C 2.451 -1.488 0.877 -0.04 -0.15 -0.07
Si 1.197 2.948 -0.876 0.22 -0.14 -0.17
C 1.127 3.955 0.682 0.04 0.05 0.19
C -0.434 3.144 -1.737 -0.18 0.10 -0.06
C 2.671 3.494 -1.870 0.18 0.01 -0.08
H 0.528 -2.318 -3.531 0.00 -0.01 0.02
H -1.068 -1.557 -3.542 -0.04 0.06 -0.02
H -0.670 -2.776 -2.311 0.00 0.01 0.01
H 2.837 -1.738 -3.392 0.05 0.02 0.00
H 3.397 -1.525 -1.731 0.01 -0.01 -0.05
H 3.878 -0.390 -2.996 -0.02 -0.05 -0.04
H 0.774 0.388 -4.662 0.05 0.03 -0.01
H 2.239 1.302 -4.368 -0.01 -0.03 0.01
H 0.690 1.925 -3.807 0.06 -0.05 -0.09
H 2.527 2.103 2.506 0.06 0.01 0.02
H 3.687 0.816 2.733 -0.03 -0.01 0.04
H 1.998 0.497 3.059 0.04 -0.04 0.04
H 4.473 1.891 0.158 0.05 -0.05 0.01
H 4.315 0.794 -1.221 0.06 0.01 0.05
H 4.992 0.192 0.301 0.02 0.04 -0.02
H 1.707 -1.756 1.631 0.02 -0.01 0.00
H 3.423 -1.825 1.255 -0.05 -0.03 0.02
H 2.234 -2.049 -0.030 0.03 -0.01 0.04
H 0.112 4.318 0.858 0.02 0.04 0.01
H 1.762 4.831 0.530 -0.06 0.03 0.02
H 1.480 3.474 1.589 0.03 0.01 0.00
H -1.236 3.139 -0.994 -0.05 -0.02 -0.06
H -0.622 2.385 -2.488 -0.10 0.02 0.00
H -0.458 4.116 -2.240 -0.02 -0.02 0.06
H 3.475 3.763 -1.180 0.03 0.00 -0.09
H 2.407 4.395 -2.433 0.00 -0.02 0.04
H 3.063 2.769 -2.583 0.02 0.01 -0.03
C 0.930 -5.817 0.634 -0.08 0.12 0.08
N 0.297 -4.576 1.131 0.02 -0.15 0.07
C -0.061 -4.521 2.546 0.01 -0.03 -0.12
C 0.018 -3.611 0.285 -0.03 0.14 -0.17
O -0.557 -2.525 0.529 0.13 -0.21 0.32
H 1.186 -6.436 1.489 0.02 0.01 0.01
H 1.844 -5.588 0.090 0.00 0.00 -0.02
H 0.245 -6.372 -0.002 -0.01 -0.02 0.01
H -0.738 -5.340 2.786 -0.01 0.00 0.00
H -0.548 -3.577 2.754 -0.01 0.01 0.01
H 0.837 -4.619 3.156 0.01 0.00 0.00
H 0.343 -3.843 -0.738 0.05 0.00 0.02
```
Forces are in eV/Å.

Atom charges from the Mulliken analysis, given in e for atoms 1 to 4: number 1, Pd, carries -0.24; number 2, C, carries -1.38; number 3, P, carries 1.43; number 4, C, carries -1.11